Record 1
17
Properties=species:S:1:pos:R:3:forces:R:3 method="wB97M-V/def2-TZVPD" gap_ev="11.1 / 5.1" molar_mass_g_mol=102.1 relative_energy_ev=0.705 total_charge=+1 homo_ha="-0.5417 / -0.5168" lumo_ha="-0.1325 / -0.3279" spin_multiplicity=2
C 1.887687 -1.542046 0.534761 0.108 0.107 0.163
C 0.536376 -0.829742 0.575216 -0.023 -0.513 0.415
C 0.617626 0.311505 -0.484033 -0.053 0.313 -0.348
C -0.790401 0.733460 -0.887468 -0.074 -0.235 0.046
N -1.605570 1.393320 -0.098958 -0.272 0.385 0.023
O -1.115601 0.330562 -2.006833 0.197 -0.124 -0.189
N 0.256251 -0.409607 1.931512 -0.470 0.914 -1.023
H 2.684765 -0.823432 0.725218 0.145 -0.060 0.025
H 1.887961 -2.283976 1.330971 0.085 -0.036 -0.100
H 2.060528 -2.019544 -0.425660 -0.002 -0.022 -0.041
H -0.226104 -1.532441 0.244874 -0.161 -0.046 0.135
H 1.139420 -0.059044 -1.374017 -0.110 0.034 0.175
H 1.122964 1.217621 -0.142393 0.120 0.036 0.067
H -2.522591 1.631710 -0.461411 0.077 0.000 0.160
H -1.288726 1.872236 0.729144 0.075 -0.120 -0.004
H 0.819425 0.400058 2.177472 0.262 -0.245 0.314
H -0.716557 -0.136954 2.062617 0.096 -0.389 0.183

***

Record 2
28
Properties=species:S:1:pos:R:3:forces:R:3 method="wB97M-V/def2-TZVPD" gap_ev=11.9 molar_mass_g_mol=237.2 relative_energy_ev=0.000 total_charge=+1 homo_ha=-0.5314 lumo_ha=-0.0941
C 2.362687 1.903435 1.956063 1.430 -0.153 -0.698
C -0.057269 -1.716122 2.024522 -2.869 1.535 0.759
C 0.115702 -2.998285 1.321610 -0.276 -0.706 -1.295
C -0.535247 2.180420 -2.293284 -0.824 1.222 0.864
C -1.828894 0.525477 -3.423793 -0.090 -2.219 -1.024
C 1.016637 0.184977 0.873579 -0.824 -0.489 -2.195
N 1.564200 1.366036 0.832939 1.241 1.617 2.743
N 1.037091 -0.740250 1.852150 -0.623 0.263 -1.709
O 0.478099 -0.044276 -0.274376 -1.322 -0.805 -1.360
O -0.665932 0.901021 -2.768026 -0.269 0.288 -0.254
O 0.350267 2.470800 -1.540376 -0.176 -0.313 -0.743
F 0.213075 -2.848138 -0.037847 0.336 1.274 -1.838
F -2.873568 0.501422 -2.528844 0.027 0.982 -0.487
F -2.105681 1.352784 -4.474439 0.037 -0.739 1.429
F -2.256717 -1.224703 -0.657082 0.625 -0.323 0.604
H 1.948797 1.932054 2.960899 -0.732 -0.242 -0.177
H 3.311424 1.329091 2.011157 -0.442 0.402 0.021
H 2.615157 2.932274 1.690549 0.006 -0.199 0.115
H -1.124071 -1.206815 1.727254 2.554 -1.233 0.414
H -0.198779 -1.918522 3.118672 0.445 0.226 -0.933
H -0.705587 -3.646447 1.341701 -1.861 -0.557 1.256
H 0.909599 -3.652809 1.508288 1.817 -0.282 1.354
H -1.338461 2.958452 -2.525847 0.737 -1.309 -0.300
H -1.776708 -0.599519 -3.756974 0.496 2.426 0.238
H 1.429673 2.037792 0.053562 -0.355 -1.389 0.219
H 1.273514 -0.263558 2.648410 0.943 0.702 2.900
H -2.930240 -1.008591 -1.242549 -0.443 0.270 -0.385
H -0.228767 -0.707998 -0.397918 0.411 -0.249 0.484

***

Record 3
16
Properties=species:S:1:pos:R:3:forces:R:3 method="wB97M-V/def2-TZVPD" gap_ev=9.6 molar_mass_g_mol=93.2 relative_energy_ev=1.349 homo_ha=-0.3133 lumo_ha=0.0395
C 0.718106 -0.311323 3.657095 0.875 2.800 -0.146
S 1.102966 -1.870491 4.346039 0.303 -1.278 0.556
C 2.565135 -2.225212 3.372252 0.441 -1.557 -1.070
H 1.224070 -0.229764 2.669006 -0.650 0.047 0.546
H 1.125457 0.535525 4.298102 -0.222 -0.968 -0.742
H -0.340823 -0.059158 3.578985 -0.023 -0.601 -0.162
H 2.894724 -3.271139 3.416908 -0.359 -0.085 1.099
H 2.279085 -2.315060 2.314921 0.130 1.116 0.002
H 3.492711 -1.678786 3.559467 -0.495 0.526 -0.084
C -1.876484 2.029546 -4.199978 1.002 0.628 -0.953
N -2.735211 1.222547 -5.077561 0.270 -0.038 0.176
H -2.117479 3.105456 -4.248011 -1.219 -0.548 1.157
H -0.883102 2.274703 -4.574325 0.433 -1.156 -0.941
H -1.635134 1.522853 -3.272621 -0.510 0.645 0.750
H -2.281260 0.343479 -5.316945 0.131 0.269 -0.043
H -3.532760 0.926830 -4.523339 -0.106 0.201 -0.146

***

Record 4
34
Properties=species:S:1:pos:R:3:forces:R:3 method="wB97M-V/def2-TZVPD" gap_ev="7.9 / 5.5" molar_mass_g_mol=478.5 relative_energy_ev=0.814 total_charge=+3 homo_ha="-0.6806 / -0.6998" lumo_ha="-0.3913 / -0.4977" spin_multiplicity=5
Pt -0.657060 -1.440010 -0.472165 -0.090 -1.270 1.354
N -3.839727 -2.884017 2.145036 -0.060 -0.060 0.197
C -2.748162 -2.532046 1.535143 -0.157 0.256 -0.583
S -2.736691 -2.379026 -0.206084 0.183 0.056 -0.174
N -1.644501 -2.362128 2.341452 0.179 -0.302 0.590
N -0.582773 -2.098547 1.662216 -0.052 0.338 -0.659
C 0.620828 -2.200063 2.188003 -0.028 -0.016 0.176
C 1.703855 -2.162604 1.260205 0.032 -0.060 0.005
C 3.018020 -2.347223 1.669974 0.012 -0.048 -0.004
C 4.012994 -2.500675 0.704671 0.066 -0.002 -0.026
C 3.653380 -2.488487 -0.625502 -0.079 -0.027 0.005
C 2.310256 -2.259892 -0.975989 0.149 -0.054 0.086
N 1.368744 -2.085617 -0.064564 -0.089 0.391 -0.590
H -4.692474 -3.090710 1.635838 -0.016 0.017 -0.002
H -3.851102 -3.002692 3.155524 0.040 0.019 -0.008
H 0.773978 -2.414906 3.242528 -0.104 0.030 0.016
H 3.254384 -2.391196 2.725733 -0.024 -0.023 0.003
H 5.043571 -2.651237 0.998065 -0.004 -0.015 0.012
H 4.382581 -2.658614 -1.406328 -0.010 0.036 -0.015
H 2.006958 -2.239926 -2.014352 0.000 0.036 -0.010
O -0.614550 0.851371 -1.278031 -0.054 0.788 -0.823
S -0.880779 2.018719 -2.179301 0.223 -0.061 0.872
C -2.217896 3.058302 -1.460471 -0.235 0.138 -0.182
C -1.506142 4.368311 -1.109014 0.128 0.090 0.074
C -0.016257 4.079753 -0.858635 -0.128 0.100 0.047
C 0.467880 3.238071 -2.033281 0.023 0.047 -0.181
H -2.580630 2.480810 -0.609034 0.103 -0.055 0.003
H -3.013856 3.159102 -2.197340 0.036 -0.068 -0.047
H -1.974579 4.798993 -0.224276 -0.033 -0.056 0.023
H -1.618269 5.090554 -1.916988 -0.019 -0.068 -0.064
H 0.133967 3.556556 0.086788 0.012 -0.061 -0.029
H 0.555399 5.007349 -0.819996 0.025 -0.003 -0.065
H 1.402674 2.691258 -1.922240 -0.045 -0.072 0.006
H 0.465964 3.790469 -2.977587 0.017 -0.023 -0.005